# 1
ORCA calculation (ωB97M-V/def2-TZVPD) on a 9-piece molecular cluster, C22H47Cl16NOSSi overall at a distorted geometry.

Element x y z (Å)
C 3.60289 -0.55564 3.65175
C 2.49719 -1.24675 2.74489
O 2.68896 -1.22172 1.49941
N 1.32015 -1.93885 3.23180
C 0.03781 -1.34565 2.75312
C -0.72842 -0.41835 3.81725
C -0.83657 1.09829 3.23515
C 0.36274 1.94001 3.90569
Si 1.06886 3.36139 2.81922
S 2.92013 2.65185 1.96297
H 4.56549 -0.41331 3.05184
H 3.78362 -1.23452 4.54630
H 3.27202 0.46890 4.02970
H 1.33775 -2.09135 4.24488
H -0.66229 -2.20869 2.50057
H 0.20888 -0.73134 1.80592
H -0.12429 -0.38975 4.77789
H -1.75397 -0.83234 4.08676
H -1.82706 1.49404 3.64593
H -0.86183 1.12707 2.10506
H 1.19816 1.19573 4.12596
H 0.01633 2.38566 4.89063
H 1.42722 4.45305 3.75634
H 0.12222 3.88368 1.83654
H 3.91049 3.53129 2.41238
Cl 3.66325 -1.13095 -3.31030
C 2.86915 -2.31537 -2.23991
C 3.66188 -3.59923 -2.11956
Cl 3.67456 -4.52837 -3.64051
H 1.86472 -2.49747 -2.62470
H 2.77743 -1.84347 -1.25933
H 3.21170 -4.24148 -1.36103
H 4.69629 -3.40690 -1.83213
Cl -3.18326 0.11925 -0.67197
C -3.85481 1.75814 -0.86397
C -2.81910 2.83054 -0.60263
Cl -2.34021 2.89388 1.11237
H -4.71067 1.85391 -0.19449
H -4.21604 1.83392 -1.89088
H -3.22816 3.81073 -0.85400
H -1.91973 2.67472 -1.19994
Cl -0.73428 -0.27149 -4.48207
C 0.87425 -0.30340 -5.25081
C 0.87354 0.37008 -6.60677
Cl -0.05599 -0.55283 -7.81546
H 1.19579 -1.34357 -5.31903
H 1.55513 0.21945 -4.57851
H 1.89557 0.44401 -6.98335
H 0.45592 1.37837 -6.55356
Cl -0.10994 3.61454 -6.12986
C -0.86296 4.63907 -7.37880
C -1.94405 3.90650 -8.14465
Cl -1.27918 2.61528 -9.17428
H -0.07481 4.99804 -8.04181
H -1.29291 5.49969 -6.86368
H -2.46455 4.60201 -8.80549
H -2.67888 3.45998 -7.47355
Cl 5.68524 3.85613 -2.86470
C 6.46966 2.26529 -2.69632
C 5.92744 1.48167 -1.51972
Cl 6.38138 2.20597 0.04170
H 7.54514 2.42591 -2.60992
H 6.27965 1.71976 -3.62219
H 6.33701 0.47014 -1.52819
H 4.83982 1.40758 -1.55308
Cl -1.56830 -0.57516 7.49802
C -3.08672 0.31115 7.78410
C -3.34127 1.36478 6.72626
Cl -2.18136 2.71331 6.82664
H -3.04073 0.74755 8.78269
H -3.89044 -0.42687 7.77163
H -4.33596 1.79278 6.86258
H -3.28616 0.94519 5.72067
Cl -6.90153 -0.48592 -0.84593
C -6.10602 -2.07064 -0.67295
C -6.64165 -2.85331 0.50746
Cl -6.18806 -2.11611 2.06491
H -5.03214 -1.90196 -0.58869
H -6.29299 -2.62038 -1.59693
H -6.22469 -3.86192 0.50177
H -7.72885 -2.93433 0.47546
Cl -0.93924 -4.81214 2.71709
C -0.00217 -5.97770 1.75122
C 0.99500 -5.29072 0.84295
Cl 0.19593 -4.38145 -0.46314
H -0.70497 -6.59113 1.18590
H 0.52328 -6.62406 2.45614
H 1.63506 -6.03536 0.36560
H 1.63252 -4.59831 1.39564

Properties
E_LUMO: 0.393 eV
SMILES: CC(=O)NCCCC[SiH2]S.ClCCCl.ClCCCl.ClCCCl.ClCCCl.ClCCCl.ClCCCl.ClCCCl.ClCCCl
E_HOMO: -9.10 eV

Löwdin atomic charge list, values in e, 2 entries: atom 1 (C): -0.034, atom 2 (C): -0.438

***

# 2
ORCA calculation (ωB97M-V/def2-TZVPD) on an isolated molecule of C2H3Br2N at a distorted geometry.

Element x y z (Å)
H -1.18132 1.95618 -1.07132
N -1.12518 1.07676 -0.40300
C -0.04154 0.55798 -0.13597
Br 1.72490 1.18754 -0.94616
C 0.09312 -0.76796 0.59551
Br 0.67138 -2.09574 -0.61104
H -0.86890 -1.13100 1.01855
H 0.72754 -0.78376 1.55343

Properties
E_LUMO: 0.562 eV
SMILES: [H]/N=C(\Br)CBr
E_HOMO: -10.16 eV
energy above the lowest of the compared OMol25 structures with the same formula, charge and spin: 0.1385 eV

Löwdin atomic charge list, values in e, 2 entries: atom 1 (H): 0.127, atom 2 (N): 0.081

***

# 3
ORCA calculation (ωB97M-V/def2-TZVPD) on an isolated molecule of C3H6ClF at a distorted geometry.

Element x y z (Å)
C -1.62361 -0.05202 -0.20603
C -0.27164 -0.12267 -0.91646
F -0.12773 0.53274 -2.15658
C 0.81931 0.42582 0.01483
Cl 0.65134 -0.39465 1.60830
H -1.37509 -0.48336 0.77162
H -2.03652 0.96402 -0.14219
H -2.42201 -0.77588 -0.67959
H -0.17767 -1.23682 -1.03777
H 0.67214 1.57573 0.13807
H 1.87165 0.36396 -0.33607

Properties
E_LUMO: 1.004 eV
SMILES: C[C@@H](F)CCl
E_HOMO: -10.90 eV
energy above the lowest of the compared OMol25 structures with the same formula, charge and spin: 0.4391 eV

Löwdin atomic charge list, values in e, 2 entries: atom 1 (C): -0.106, atom 2 (C): -0.464

***

# 4
ORCA calculation (ωB97M-V/def2-TZVPD) on C23H20F3I2O4PtSb as an isolated structure.

Element x y z (Å)
Pt -0.19520 1.38506 -2.58316
I 2.32306 1.90300 -2.80056
C 1.85895 3.91010 -2.19293
I -0.29652 3.92632 -2.31718
H 2.30386 4.62852 -2.87257
H 2.18231 4.07294 -1.17038
C -4.47919 1.59716 -2.69058
C -3.03860 2.03861 -2.58521
O -2.76683 3.23791 -2.44314
O -2.19681 1.06744 -2.64325
H -5.14544 2.43742 -2.52336
H -4.66932 0.80568 -1.96697
H -4.64561 1.18256 -3.68470
F 1.34332 -3.35508 -2.67707
C 0.85331 -2.67567 -3.73389
F 1.55856 -3.03410 -4.80452
F -0.40382 -3.06397 -3.91667
C 0.98856 -1.15407 -3.45823
O 2.08070 -0.64691 -3.66423
O -0.06974 -0.65227 -2.95932
C -0.99846 2.00684 4.79864
C -1.49171 2.66330 3.68198
C -1.28244 2.12875 2.41479
C -0.58055 0.93672 2.25741
C -0.09023 0.28335 3.38691
C -0.29769 0.81537 4.65087
Sb -0.29273 0.16130 0.28036
C -0.89420 -1.83455 0.78138
C -0.21276 -2.98518 0.40258
C -0.72256 -4.24001 0.71425
C -1.91936 -4.35642 1.40431
C -2.60900 -3.21209 1.78327
C -2.09989 -1.96019 1.47027
C 1.84457 0.02737 0.40713
C 2.52646 1.02493 1.10476
C 3.91202 1.11092 1.04841
C 4.63713 0.19843 0.29269
C 3.96933 -0.79598 -0.40670
C 2.58319 -0.87375 -0.35489
H -1.16050 2.41947 5.78630
H -2.04123 3.58965 3.79409
H -1.67421 2.64723 1.54579
H 0.45309 -0.64867 3.27773
H 0.08558 0.29989 5.52269
H 0.72489 -2.92511 -0.13625
H -0.17928 -5.12654 0.41196
H -2.31520 -5.33453 1.64561
H -3.54413 -3.29249 2.32321
H -2.64587 -1.07489 1.77979
H 1.97612 1.73860 1.70798
H 4.42477 1.88781 1.60244
H 5.71699 0.26218 0.25032
H 4.52173 -1.50915 -1.00577
H 2.09057 -1.64320 -0.93647

Properties
E_LUMO: -0.746 eV
E_HOMO: -7.76 eV
energy above the lowest of the compared OMol25 structures with the same formula, charge and spin: 1.0466 eV

Löwdin atomic charge list, values in e, 2 entries: atom 1 (Pt): 0.435, atom 2 (I): 1.158

***

# 5
ORCA calculation (ωB97M-V/def2-TZVPD) on C30H36BiN3O2Te as an isolated structure.

Element x y z (Å)
Bi 0.37915 0.15219 -0.83523
C 3.24438 -0.95303 0.51646
N 2.01084 -1.70619 0.72603
C 2.12271 -3.05010 0.16575
C 2.02794 -3.09122 -1.36405
C 0.62425 -3.29590 -1.93333
N -0.19696 -2.08561 -2.05556
C -1.11254 -2.13659 -2.94710
C -2.17414 -1.18858 -3.22093
C -3.10810 -1.58684 -4.19192
C -4.20759 -0.82547 -4.50920
C -4.38997 0.38823 -3.84258
C -3.48672 0.81514 -2.89671
C -2.35650 0.04642 -2.56494
O -1.55201 0.53955 -1.64489
C 1.68768 -1.69309 2.15258
C 0.33056 -2.27471 2.53345
C -0.85132 -1.75071 1.71548
N -0.74730 -0.32727 1.45802
C -1.57214 0.47817 2.00066
C -1.60476 1.91597 1.81850
C -2.54269 2.61677 2.59534
C -2.65131 3.98562 2.55435
C -1.79367 4.69356 1.70718
C -0.87130 4.03858 0.92609
C -0.74882 2.63376 0.94226
O 0.15067 2.09140 0.15728
H 4.09196 -1.40832 1.04983
H 3.11826 0.06650 0.88823
H 3.49266 -0.89326 -0.54297
H 1.32170 -3.66486 0.58089
H 3.07012 -3.50856 0.49365
H 2.63378 -3.93006 -1.71374
H 2.47756 -2.19797 -1.80682
H 0.08936 -4.00123 -1.28646
H 0.70433 -3.77067 -2.91716
H -1.16101 -3.02971 -3.58362
H -2.94343 -2.53214 -4.69808
H -4.91216 -1.15954 -5.25835
H -5.24887 1.00743 -4.07212
H -3.61283 1.75745 -2.37940
H 1.70818 -0.64681 2.46432
H 2.47183 -2.21049 2.73030
H 0.17411 -2.02760 3.58696
H 0.33331 -3.36602 2.47975
H -1.78782 -2.00043 2.22964
H -0.87617 -2.25735 0.74400
H -2.33776 0.08038 2.68115
H -3.19173 2.04313 3.24873
H -3.37978 4.50364 3.16232
H -1.85792 5.77388 1.65736
H -0.21186 4.57890 0.25946
C -2.42518 -0.19150 -7.54230
C -1.38726 0.10566 -6.49544
C -0.26167 -0.69686 -6.35871
C 0.71779 -0.43121 -5.40872
C 1.92420 -1.32715 -5.34810
C 0.56209 0.66895 -4.55134
Te 2.05821 1.13987 -3.11092
C -0.56176 1.49618 -4.67886
C -0.78353 2.70040 -3.80580
C -1.51507 1.19459 -5.64966
H -2.60846 -1.26438 -7.62330
H -2.10395 0.16108 -8.52509
H -3.37054 0.29623 -7.30474
H -0.13728 -1.55232 -7.01634
H 1.82718 -2.15467 -6.05193
H 2.06905 -1.72791 -4.34436
H 2.83528 -0.77541 -5.58800
H -0.85749 2.42071 -2.75288
H -1.70253 3.21167 -4.09307
H 0.04872 3.40188 -3.88532
H -2.39174 1.82835 -5.73269

Properties
E_LUMO: 0.307 eV
E_HOMO: -6.88 eV
energy above the lowest of the compared OMol25 structures with the same formula, charge and spin: 0.0000 eV

Löwdin atomic charge list, values in e, 2 entries: atom 1 (Bi): 1.633, atom 2 (C): -0.119

***

# 6
ORCA calculation (ωB97M-V/def2-TZVPD) on a 5-piece molecular cluster, C6H20BrO4 overall at a distorted geometry.

Element x y z (Å)
Br 0.15405 -1.87478 1.90520
C 2.86981 2.55248 -0.11997
C 1.86457 1.44761 -0.07804
C 1.95940 0.52417 -1.37769
O 2.15064 0.74342 1.11209
H 2.81928 3.10680 0.81720
H 2.67303 3.20472 -0.97084
H 3.87842 2.13957 -0.10204
H 0.87639 1.89485 0.02950
H 1.85502 1.12746 -2.27950
H 1.15074 -0.20544 -1.33490
H 2.93552 0.04125 -1.42339
H 1.68734 -0.09697 1.13871
C -0.10584 -3.67470 -1.87360
O 0.76896 -3.97456 -0.84145
H 0.01742 -4.35329 -2.71766
H -1.14575 -3.82623 -1.58425
H 0.02894 -2.65449 -2.23291
H 0.42130 -3.52573 -0.06732
C -2.62234 -0.03524 -0.53021
O -1.74048 -1.06314 -0.94857
H -3.11711 -0.24858 0.41731
H -2.09282 0.90827 -0.39794
H -3.38176 0.15693 -1.28814
H -1.16591 -1.29935 -0.21667
C -2.31341 1.76214 2.49295
O -1.30794 0.95273 2.95204
H -2.45859 2.49347 3.28805
H -2.09286 2.22127 1.52929
H -3.30493 1.32270 2.38386
H -1.26108 0.23265 2.31889

Properties
E_LUMO (alpha / beta): 0.428 / -4.992 eV
E_HOMO (alpha / beta): -10.31 / -10.30 eV
multiplicity: 2

Löwdin atomic charge list, values in e, 2 entries: atom 1 (Br): 0.529, atom 2 (C): -0.070

***

# 7
ORCA calculation (ωB97M-V/def2-TZVPD) on C51H32BrIrN4O2 as an isolated structure.

Element x y z (Å)
Ir 0.04908 -0.04607 -0.50835
C 5.44650 -5.24008 1.10532
C 5.15924 -5.05132 -0.23926
C 4.18268 -4.14183 -0.62094
C 3.48750 -3.41866 0.34149
C 3.76870 -3.61801 1.68961
C 4.74632 -4.52679 2.06857
C 2.45585 -2.41037 -0.03847
C 2.87580 -1.09947 -0.20898
C 4.23217 -0.64340 -0.15133
C 4.24294 0.64107 -0.58375
C 2.88393 1.00482 -0.87589
N 2.07499 -0.06317 -0.62313
C 2.44123 2.23859 -1.39409
C 1.13233 2.68321 -1.25942
C 0.69765 4.04244 -1.49454
C -0.60697 4.11088 -1.15941
C -1.01778 2.77969 -0.77152
C -2.33562 2.38672 -0.55343
C -3.37398 3.45945 -0.54548
C -3.55355 4.25452 0.58191
C -4.50040 5.26914 0.58515
C -5.27274 5.50269 -0.54327
C -5.10175 4.71168 -1.67104
C -4.15920 3.69406 -1.67065
C -2.76787 1.06270 -0.47378
N -1.97189 -0.04086 -0.54756
C -2.78523 -1.14253 -0.53505
C -2.36095 -2.46238 -0.58174
C -3.40635 -3.52069 -0.71824
C -4.07287 -4.01225 0.39942
C -5.06784 -4.96922 0.25954
C -5.40518 -5.44265 -1.00053
C -4.73622 -4.96417 -2.11818
C -3.74074 -4.00806 -1.97749
C -1.03171 -2.88377 -0.49946
C -0.60685 -4.25082 -0.37190
C 0.73352 -4.23285 -0.17579
C 1.15023 -2.86014 -0.20927
N 0.05833 -2.06445 -0.41831
C -4.15652 -0.70621 -0.45415
C -4.14631 0.64369 -0.39509
N 0.06449 1.95243 -0.81655
C 3.33523 3.02210 -2.29286
C 4.56988 3.53395 -1.89685
C 5.39030 4.18766 -2.80314
C 4.99489 4.33188 -4.12540
C 3.76405 3.83702 -4.52831
C 2.93678 3.19716 -3.61769
H 6.21674 -5.94027 1.40185
H 5.69742 -5.61159 -0.99308
H 3.95545 -3.98863 -1.66911
H 3.20655 -3.05935 2.42853
H 4.96130 -4.67829 3.11859
H 5.07095 -1.24177 0.16433
H 5.09813 1.28728 -0.66382
H 1.34326 4.84016 -1.82339
H -1.25225 4.97363 -1.17286
H -2.94699 4.07103 1.46061
H -4.63312 5.87852 1.46976
H -6.00537 6.29921 -0.54467
H -5.70063 4.89003 -2.55483
H -4.02218 3.07529 -2.54937
H -3.80453 -3.64143 1.38139
H -5.57990 -5.34495 1.13596
H -6.18914 -6.18039 -1.11144
H -4.99123 -5.33436 -3.10281
H -3.21658 -3.63245 -2.84796
H -1.26284 -5.10506 -0.39878
H 1.39090 -5.07117 -0.01471
H -5.00979 -1.36395 -0.42834
H -4.98834 1.30956 -0.30579
H 4.87909 3.44827 -0.86351
H 6.33976 4.58934 -2.47356
H 5.64139 4.83062 -4.83552
H 3.44668 3.94076 -5.55791
H 1.98090 2.80196 -3.93802
Br 0.90130 -0.60211 7.68541
C 0.29992 0.27015 6.11167
C -0.37536 1.47493 6.22131
C -0.81255 2.10680 5.06568
C -0.57537 1.54249 3.82207
C 0.10477 0.33443 3.73054
C 0.54538 -0.30863 4.88087
C 0.39883 -0.32844 2.40824
O 0.98865 -1.38461 2.34203
O -0.05973 0.38777 1.41456
H -0.55515 1.90996 7.19456
H -1.34127 3.04801 5.14222
H -0.91153 2.02899 2.91725
H 1.07037 -1.24908 4.79132

Properties
E_LUMO: -1.137 eV
E_HOMO: -7.14 eV
energy above the lowest of the compared OMol25 structures with the same formula, charge and spin: 0.0000 eV

Löwdin atomic charge list, values in e, 2 entries: atom 1 (Ir): 1.517, atom 2 (C): -0.092

***

# 8
ORCA calculation (ωB97M-V/def2-TZVPD) on a 2-piece molecular cluster, C4H10N2O overall at a distorted geometry.

Element x y z (Å)
H 0.80437 -2.90013 -1.54727
N 1.18125 -1.95357 -1.45617
C 0.98412 -1.51135 -0.27108
N 1.55163 -0.29760 0.16120
O 2.62638 -0.46384 1.11183
H 0.53777 -2.06847 0.55961
H 1.87719 0.24926 -0.63793
H 3.30932 -0.94656 0.61128
C -2.17536 0.06680 0.71759
C -1.08043 0.68821 0.27503
C -1.11506 2.05494 -0.33746
H -3.17441 0.47384 0.56481
H -2.16177 -0.93315 1.14293
H 0.13981 0.31820 0.57938
H -0.60819 2.02010 -1.30812
H -2.13096 2.44591 -0.46416
H -0.56567 2.75741 0.29854

Properties
E_LUMO: 0.597 eV
SMILES: [H]/N=C/NO.C=CC
E_HOMO: -9.00 eV
energy above the lowest of the compared OMol25 structures with the same formula, charge and spin: 5.3744 eV

Löwdin atomic charge list, values in e, 2 entries: atom 1 (H): 0.052, atom 2 (N): 0.123